{"formula": "C7H11N3O3", "method": "wB97M-V/def2-TZVPD", "symbols": ["O", "C", "C", "C", "N", "C", "O", "N", "H", "H", "H", "H", "C", "N", "C", "C", "O", "H", "H", "H", "H", "H", "H", "H"], "positions_angstrom": [[-3.647433, -2.260736, 1.130837], [-2.781541, -1.777616, 0.477673], [-2.638738, -0.411840, -0.233858], [-1.484398, -0.121042, -0.948752], [-0.416395, -0.868928, -0.963859], [-0.372510, -2.017889, -0.195988], [0.747804, -2.552927, 0.127931], [-1.518689, -2.456653, 0.360752], [-3.490427, 0.156874, -0.437506], [-1.654224, 0.680333, -1.749184], [0.549336, -0.422373, -1.311265], [-1.453176, -3.321613, 0.907732], [1.337434, 3.762851, -0.951624], [1.503929, 2.365157, -0.436393], [2.453662, 2.075372, 0.482788], [2.379431, 0.433882, 0.581623], [3.381493, 2.789530, 0.821335], [1.980538, 4.360629, -0.439166], [1.424906, 3.650760, -2.073016], [0.371567, 4.146541, -0.883002], [0.754070, 1.683510, -0.416513], [1.624620, 0.086752, -0.184489], [2.321804, 0.220783, 1.693196], [3.374122, 0.011512, 0.257727]], "atomic_forces_ev_per_a": [[-0.9968, -0.0820, 0.0735], [2.7693, 2.2442, -1.0962], [1.7932, -2.3277, -0.2869], [-5.5506, 2.0389, -0.6492], [4.5848, -0.1091, -1.1411], [5.1584, -1.4966, 2.1655], [-3.5033, 1.5294, -1.7319], [-1.5682, -0.3997, 0.2174], [-1.1629, 0.7615, 0.0232], [0.9719, -0.8683, 1.4709], [-3.0504, -2.0387, 0.9422], [0.2059, 0.5254, -0.3579], [-0.9453, -3.9477, -2.8414], [-1.0159, 2.0088, 0.2598], [1.5794, -2.8742, -1.6246], [1.5974, 1.5952, 0.9507], [-1.1801, -0.4433, 0.3493], [2.1740, 1.7014, 0.8657], [0.8037, 0.7143, 1.1295], [-1.8906, 0.3717, 0.8479], [-0.0907, 0.8422, -0.3302], [0.9616, 0.0496, 2.0135], [-0.6824, -0.4507, -1.5250], [-0.9623, 0.6554, 0.2752]], "lumo_ev": 0.075, "relative_energy_kcal_mol": 40.66, "homo_energy_ev": -9.737, "homo_lumo_gap_ev": 9.812, "smiles": "O=c1cc[nH]c(=O)[nH]1.CNC(C)=O"}



{"formula": "C3H6O3Rh", "method": "wB97M-V/def2-TZVPD", "symbols": ["C", "O", "C", "C", "O", "H", "H", "H", "H", "H", "Rh", "O", "H"], "positions_angstrom": [[1.695133, -1.023183, -0.055058], [0.689502, -0.027797, 0.054765], [-0.626945, -0.521484, 0.045216], [-1.603034, 0.632187, 0.123841], [-2.789206, 0.470534, 0.258103], [2.656868, -0.498910, -0.000094], [1.613666, -1.743775, 0.771742], [1.600666, -1.546193, -1.017751], [-0.804832, -1.192166, 0.902205], [-0.829349, -1.081995, -0.882172], [1.129436, 2.062301, 0.421385], [-1.030823, 1.886149, -0.313415], [-1.701083, 2.584338, -0.308761]], "atomic_forces_ev_per_a": [[0.8347, -0.7509, -0.1256], [-0.0194, 0.2700, 0.1058], [-0.4113, -0.0436, 0.4229], [-2.5159, 0.0680, -1.4955], [2.4537, 0.8034, 0.1902], [-0.2218, -0.2697, -0.0459], [0.0082, 0.2545, -0.2094], [0.0480, 0.1872, 0.2611], [0.0366, 0.2365, -0.2517], [-0.0059, 0.2565, 0.1894], [0.3209, 0.5346, 0.0464], [-0.1867, -1.5993, 0.8714], [-0.3411, 0.0529, 0.0411]], "lumo_ev": [-3.662, -7.160], "relative_energy_kcal_mol": 0.00, "homo_energy_ev": [-11.966, -15.906], "multiplicity": 5, "total_charge": 1, "homo_lumo_gap_ev": [8.304, 8.746], "s_squared": 6.003}



{"formula": "C19H42N5O7", "method": "wB97M-V/def2-TZVPD", "symbols": ["O", "C", "O", "C", "C", "C", "C", "N", "C", "C", "O", "H", "H", "H", "H", "H", "H", "H", "H", "H", "H", "H", "H", "H", "H", "C", "C", "O", "N", "C", "H", "H", "H", "H", "H", "H", "H", "C", "C", "O", "N", "C", "H", "H", "H", "H", "H", "H", "H", "C", "C", "O", "N", "C", "H", "H", "H", "H", "H", "H", "H", "C", "C", "O", "N", "C", "H", "H", "H", "H", "H", "H", "H"], "positions_angstrom": [[-1.866760, -0.735625, -1.819918], [-2.837284, -0.040096, -2.075794], [-3.554399, 0.566771, -1.109866], [-4.618561, 1.400399, -1.546395], [-5.476577, 1.715818, -0.327682], [-6.830715, 1.023417, -0.329078], [-7.735555, 1.650661, -1.413890], [-8.775488, 0.719995, -2.004989], [-8.396265, -0.731882, -1.996925], [-7.821164, -1.050316, -0.640766], [-6.602105, -0.349970, -0.524752], [-3.173308, 0.106768, -3.110003], [-4.215030, 2.312972, -1.973366], [-5.194274, 0.913105, -2.329108], [-5.589165, 2.782881, -0.184087], [-4.941047, 1.327684, 0.530142], [-7.287075, 1.194022, 0.643060], [-7.164968, 2.093014, -2.216794], [-8.283534, 2.459513, -0.947989], [-9.662170, 0.841843, -1.522688], [-8.947063, 0.994156, -2.969248], [-9.288124, -1.319945, -2.166752], [-7.639883, -0.911945, -2.744267], [-8.502704, -0.754112, 0.156109], [-7.633588, -2.110652, -0.557947], [-0.877570, -5.392337, 1.399637], [0.052929, -5.578279, 0.223313], [0.535204, -6.660978, -0.054554], [0.335458, -4.477520, -0.524984], [-0.159887, -3.120567, -0.360087], [-1.004070, -6.351237, 1.890605], [-0.458498, -4.682205, 2.113305], [-1.852543, -5.031994, 1.068220], [0.973630, -4.662529, -1.281100], [-0.679432, -2.809432, -1.263569], [0.679690, -2.443569, -0.188080], [-0.841176, -3.052182, 0.479599], [2.145174, 0.463758, -1.663011], [3.301899, 0.576082, -0.700956], [3.187996, 1.128639, 0.382968], [4.486383, 0.028881, -1.079301], [4.810028, -0.657870, -2.321406], [1.274013, 0.929299, -1.214085], [2.368272, 0.967502, -2.604088], [1.923264, -0.586242, -1.856385], [5.213151, 0.118031, -0.386177], [5.131250, -1.678368, -2.111278], [5.618840, -0.138124, -2.837335], [3.946427, -0.692335, -2.975024], [3.290150, -0.305231, 3.150674], [3.146544, -1.333264, 4.247598], [2.803572, -2.480931, 4.017910], [3.411064, -0.933071, 5.521538], [3.826575, 0.378390, 5.981802], [3.053972, -0.772077, 2.203292], [2.606430, 0.528769, 3.306325], [4.310027, 0.077243, 3.106907], [3.297824, -1.664010, 6.204824], [4.795603, 0.315882, 6.479948], [3.099577, 0.779613, 6.690274], [3.911072, 1.065774, 5.147931], [7.873743, 4.575072, -0.999227], [7.063162, 3.453558, -1.604352], [7.277693, 3.030715, -2.728621], [6.070563, 2.917585, -0.846986], [5.657251, 3.272159, 0.500387], [8.618553, 4.889744, -1.722279], [7.235465, 5.424806, -0.755509], [8.379526, 4.240541, -0.093118], [5.571815, 2.176231, -1.312242], [5.750871, 2.407478, 1.158254], [4.612104, 3.579909, 0.496017], [6.263218, 4.080215, 0.895420]], "atomic_forces_ev_per_a": [[-2.0567, 1.5329, -0.4040], [2.2174, -1.6282, 0.6935], [0.2318, -0.3056, -0.3854], [-0.1068, 0.4023, 0.0528], [-0.0083, -0.3868, -0.0291], [0.2708, 0.2830, -0.2997], [-0.0655, 0.1504, 0.4390], [0.2933, 0.0449, -0.3139], [-0.2438, -0.2965, 0.7676], [0.3279, 0.2418, -0.1874], [-0.0825, -0.1170, 0.0789], [-0.2452, 0.2098, 0.0146], [0.1786, 0.1786, -0.0398], [-0.0874, -0.2671, -0.1432], [-0.1264, 0.2535, 0.0229], [0.1282, 0.0617, 0.2654], [-0.2672, -0.1398, 0.2393], [0.1589, -0.2490, -0.3949], [-0.1425, 0.2307, -0.0148], [-0.0809, -0.0642, 0.1960], [-0.0995, 0.1648, -0.1059], [-0.2139, -0.0212, -0.3525], [0.0771, 0.0518, -0.3695], [-0.2210, -0.0456, 0.2265], [0.1517, -0.2352, 0.0249], [0.0061, -0.0100, 0.0174], [0.0273, -0.0031, -0.0069], [-0.0031, -0.0571, -0.0007], [-0.1686, 0.0551, 0.1747], [0.3848, -0.2900, -0.3058], [0.0359, -0.0492, -0.0315], [-0.0481, 0.0444, -0.0016], [0.0002, 0.0564, 0.0435], [0.0222, -0.0029, -0.0397], [-0.0816, 0.1327, 0.0497], [-0.1091, 0.1130, 0.0903], [-0.0040, -0.0234, 0.0437], [-0.0202, -0.0112, 0.0241], [-0.0267, -0.0130, 0.0723], [0.0222, 0.0740, -0.0446], [-0.0646, 0.0543, -0.1534], [0.1995, 0.0555, 0.2363], [0.0196, 0.0094, 0.0804], [0.0115, -0.0949, -0.0511], [-0.0331, 0.0217, -0.1338], [0.0233, -0.0897, 0.0362], [-0.0355, -0.0277, -0.0611], [-0.0331, -0.0126, -0.0621], [-0.0441, 0.0157, -0.0071], [0.0064, -0.1071, 0.1159], [-0.0141, -0.0186, -0.0132], [-0.0404, -0.0178, -0.0301], [0.0177, 0.1385, -0.0666], [-0.0508, -0.2841, 0.1278], [-0.0248, -0.0557, -0.0277], [0.0620, 0.0794, -0.0362], [-0.0230, 0.0951, -0.0087], [0.0076, -0.0272, 0.0289], [0.0163, 0.0821, -0.0172], [0.0237, 0.0787, -0.0184], [-0.0038, 0.0105, -0.0401], [0.0066, -0.0090, -0.0361], [-0.0073, -0.0365, -0.0325], [0.0240, -0.0045, -0.0377], [0.0917, 0.1278, 0.1370], [-0.0928, -0.1744, -0.2364], [-0.0035, -0.0344, -0.0538], [0.0168, 0.0024, 0.0756], [-0.0304, 0.0518, 0.0472], [-0.0929, -0.0011, 0.0125], [-0.0234, 0.0618, 0.0981], [-0.0034, 0.0219, 0.1165], [0.0692, 0.0233, -0.0552]], "lumo_ev": -3.806, "homo_energy_ev": -10.396, "total_charge": 1, "homo_lumo_gap_ev": 6.590}



Number 1: molar mass 185.183 g/mol. Number 2: molar mass 192.984 g/mol. Number 3: molar mass 452.573 g/mol.